Record 1
Entry from the OMol25 dataset: C38H38Cl3N4OTi as an isolated structure in a non-equilibrium geometry (ωB97M-V with the def2-TZVPD basis set).

Computed properties:
**Energy**: -108705.618 eV
**<S²>**: 0.75
**Orbital gap (spin up / spin down)**: 0.2688 / 0.2683 hartree
**Energy relative to the best compared isomer or geometry (same formula, charge and spin)**: 30.92 kJ/mol

ORCA input file:
```
! RIJCOSX wB97M-V def2-TZVPD def2/J DEFGRID3
* xyz 2 2
Ti -0.389 0.818 -1.617
C -4.343 0.039 -1.922
C -3.595 1.024 -2.537
C -2.865 1.929 -1.759
C -2.880 1.813 -0.373
C -3.649 0.829 0.247
C -4.381 -0.050 -0.527
H -4.925 -0.648 -2.523
H -3.582 1.110 -3.615
H -2.404 2.789 -2.229
H -2.376 2.550 0.245
H -3.688 0.774 1.328
H -4.998 -0.802 -0.052
Cl -1.455 -0.350 -6.218
C -0.049 -0.843 -5.361
C 0.938 -1.631 -6.014
C 2.045 -2.044 -5.342
Cl 3.220 -3.017 -6.148
C 2.256 -1.679 -3.978
C 3.358 -2.057 -3.183
C 3.427 -1.628 -1.886
C 2.416 -0.797 -1.380
N 1.374 -0.412 -2.092
C 1.279 -0.885 -3.375
C 0.106 -0.500 -4.056
O -0.770 0.231 -3.319
H 0.790 -1.904 -7.049
H 4.136 -2.682 -3.601
H 4.253 -1.907 -1.247
H 2.480 -0.425 -0.365
C 3.876 1.988 4.088
C 2.352 1.813 4.171
C 2.023 0.657 5.115
C 1.722 3.110 4.712
C 1.777 1.586 2.780
C 2.207 2.341 1.688
C 1.621 2.169 0.457
N 0.638 1.279 0.232
C 0.261 0.488 1.261
C 0.791 0.634 2.524
C -0.615 -0.682 0.895
C -0.886 -1.714 1.768
C -1.536 -2.868 1.322
C -1.868 -2.912 -0.029
C -1.593 -1.838 -0.848
N -0.968 -0.744 -0.397
C -1.885 -4.029 2.245
C -1.249 -3.866 3.624
C -3.415 -4.064 2.393
C -1.409 -5.347 1.616
H 4.291 1.982 5.096
H 4.160 2.937 3.633
H 4.352 1.181 3.527
H 2.493 0.841 6.081
H 2.399 -0.300 4.743
H 0.950 0.564 5.301
H 2.143 3.336 5.693
H 0.640 3.015 4.823
H 1.928 3.958 4.057
H 2.995 3.074 1.792
H 1.931 2.760 -0.392
H 0.448 -0.007 3.320
H -0.580 -1.641 2.799
H -2.356 -3.777 -0.458
H -1.855 -1.849 -1.897
H -1.630 -2.988 4.150
H -0.159 -3.799 3.570
H -1.492 -4.734 4.237
H -3.796 -3.147 2.847
H -3.700 -4.900 3.033
H -3.909 -4.201 1.429
H -0.347 -5.318 1.362
H -1.970 -5.599 0.715
H -1.561 -6.159 2.327
Cl -0.193 6.579 -1.238
C 0.266 5.189 -2.133
C 0.952 5.296 -3.333
C 1.289 4.132 -4.001
C 0.931 2.913 -3.457
N 0.264 2.811 -2.298
C -0.061 3.940 -1.651
H 1.210 6.270 -3.726
H 1.822 4.163 -4.941
H 1.175 1.988 -3.961
H -0.599 3.843 -0.716
*
```

Atom charges from the Mulliken analysis, given in e for atoms 1 to 2: atom 1 (Ti): -0.136, atom 2 (C): -0.763


Record 2
Entry from the OMol25 dataset: a 2-piece molecular cluster, C38H38F6N3 overall in a non-equilibrium geometry (ωB97M-V with the def2-TZVPD basis set).

Computed properties:
**Energy**: -60791.593 eV
**Orbital gap**: 0.2011 hartree

ORCA input file:
```
! RIJCOSX wB97M-V def2-TZVPD def2/J DEFGRID3
* xyz 1 1
C 1.944 3.676 2.059
C 1.655 2.445 1.145
C 1.146 1.391 2.068
C 1.019 1.857 3.361
N 0.553 1.179 4.424
C 0.470 1.743 5.764
C -0.089 0.624 6.657
C -0.145 -0.646 5.801
C 0.210 -0.228 4.363
C 1.477 3.305 3.478
H 3.023 3.864 2.062
H 1.451 4.582 1.692
H 0.941 2.709 0.354
H 2.579 2.136 0.637
H 1.182 0.331 1.821
H 1.468 2.059 6.113
H -0.173 2.636 5.786
H 0.541 0.485 7.538
H -1.091 0.896 6.996
H 0.575 -1.391 6.156
H -1.138 -1.103 5.822
H -0.638 -0.416 3.684
H 1.057 -0.826 3.986
H 2.310 3.420 4.191
H 0.669 3.975 3.812
F -1.506 -7.585 -2.171
C -0.900 -6.819 -1.230
F -1.865 -6.068 -0.603
F -0.390 -7.668 -0.268
C 0.190 -5.928 -1.750
N 0.730 -5.187 -0.609
C 2.000 -5.617 -0.151
C 3.137 -5.367 -0.939
C 4.384 -5.804 -0.501
C 4.490 -6.544 0.684
C 3.341 -6.876 1.414
C 2.097 -6.399 1.009
C 0.212 -3.975 -0.233
C 0.576 -3.435 1.023
C 0.279 -2.124 1.333
C -0.403 -1.276 0.411
C -0.699 0.088 0.734
C -1.111 1.027 -0.267
C -2.183 1.909 0.011
C -2.710 2.722 -0.970
C -2.046 2.837 -2.212
N -2.383 3.804 -3.125
C -3.659 4.519 -3.065
C -4.666 3.708 -3.827
F -5.914 4.236 -3.867
F -4.242 3.544 -5.129
F -4.754 2.444 -3.291
C -1.405 4.342 -3.998
C -1.161 3.725 -5.235
C -0.240 4.290 -6.113
C 0.452 5.453 -5.751
C 0.201 6.069 -4.517
C -0.747 5.533 -3.650
C -0.938 1.999 -2.490
C -0.478 1.110 -1.540
C -0.838 -1.880 -0.814
C -0.593 -3.206 -1.101
H 0.984 -6.570 -2.142
H -0.223 -5.268 -2.515
H 3.010 -4.798 -1.865
H 5.269 -5.564 -1.092
H 5.473 -6.873 1.032
H 3.407 -7.499 2.307
H 1.183 -6.618 1.566
H 1.104 -4.070 1.738
H 0.591 -1.729 2.303
H -1.010 0.303 1.761
H -2.631 1.890 1.006
H -3.603 3.311 -0.767
H -4.010 4.652 -2.040
H -3.534 5.470 -3.588
H -1.702 2.806 -5.471
H -0.063 3.810 -7.076
H 1.189 5.883 -6.432
H 0.741 6.971 -4.225
H -0.970 5.985 -2.679
H -0.452 2.065 -3.465
H 0.379 0.470 -1.768
H -1.404 -1.296 -1.538
H -0.980 -3.635 -2.023
*
```

Atom charges from the Mulliken analysis, given in e for atoms 1 to 2: atom 1 (C): -0.928, atom 2 (C): -0.339


Record 3
Entry from the OMol25 dataset: C38H38FeN5O2Sb2Se2 as an isolated structure in a non-equilibrium geometry (ωB97M-V with the def2-TZVPD basis set).

Computed properties:
**Energy**: -229704.529 eV
**<S²>**: 0.77
**Orbital gap (spin up / spin down)**: 0.2381 / 0.2377 hartree

ORCA input file:
```
! RIJCOSX wB97M-V def2-TZVPD def2/J DEFGRID3
* xyz 2 2
Fe -0.063 -0.250 -0.321
O 7.487 0.325 -1.666
C 7.340 -0.468 -0.833
O 7.151 -1.245 0.011
C 4.406 -0.518 -1.216
C 3.751 0.648 -1.621
C 2.426 0.630 -1.292
N 1.867 -0.282 -0.462
C 2.611 -1.327 0.116
C 3.911 -1.541 -0.530
C 1.300 -2.281 1.693
C 1.323 -3.584 2.488
C -0.015 -4.231 2.615
C -1.111 -3.500 2.474
C -0.984 -2.094 2.087
N 0.078 -1.498 1.702
C 1.450 1.591 -1.871
C 1.784 2.502 -2.862
C 0.821 3.373 -3.336
C -0.457 3.332 -2.796
C -0.723 2.389 -1.827
N 0.195 1.519 -1.385
H 4.217 1.441 -2.185
H 4.444 -2.470 -0.362
H 1.712 -3.418 3.497
H -0.063 -5.274 2.915
H -2.100 -3.902 2.651
H -1.885 -1.485 2.114
H 2.785 2.526 -3.267
H 1.067 4.085 -4.114
H -1.231 4.016 -3.116
H -1.701 2.339 -1.360
C 1.447 1.454 3.418
Sb 0.223 1.704 1.681
C 0.996 3.603 1.109
C -1.478 2.432 2.794
C -2.496 3.101 1.913
C -2.439 4.485 1.746
C -3.363 5.165 0.968
C -4.379 4.458 0.341
C -4.447 3.083 0.496
C -3.514 2.385 1.265
C -3.662 0.893 1.396
Sb -2.636 -0.163 -0.173
C -3.930 0.578 -1.698
C -3.606 -2.057 0.072
H 1.164 2.230 4.128
H 2.500 1.579 3.162
H 1.293 0.476 3.874
H 1.179 4.186 2.012
H 0.284 4.128 0.473
H 1.935 3.469 0.569
H -1.036 3.143 3.492
H -1.882 1.598 3.369
H -1.663 5.041 2.263
H -3.303 6.242 0.871
H -5.127 4.976 -0.246
H -5.260 2.536 0.030
H -4.700 0.589 1.260
H -3.324 0.509 2.359
H -4.949 0.373 -1.371
H -3.757 0.074 -2.645
H -3.810 1.652 -1.825
H -4.499 -2.075 -0.551
H -3.903 -2.197 1.112
H -2.944 -2.869 -0.229
Se 2.166 -4.831 -1.292
Se 2.139 -2.984 -2.733
C 0.290 -2.521 -3.023
C -0.401 -3.238 -3.990
C -1.561 -2.703 -4.528
C -1.943 -1.440 -4.122
C -1.217 -0.815 -3.124
N -0.140 -1.344 -2.523
C 2.088 -3.854 0.280
C 2.395 -4.321 1.687
C 3.706 -3.625 2.061
C 3.744 -2.293 2.164
C 2.599 -1.434 1.730
N 1.590 -2.655 0.274
H -0.004 -4.179 -4.343
H -2.112 -3.237 -5.293
H -2.786 -0.936 -4.578
H -1.484 0.181 -2.805
H 2.444 -5.400 1.817
H 4.570 -4.241 2.285
H 4.655 -1.797 2.476
H 2.558 -0.459 2.204
*
```

Atom charges from the Mulliken analysis, given in e for atoms 1 to 2: atom 1 (Fe): -0.322, atom 2 (O): -0.378


Record 4
Entry from the OMol25 dataset: C38H39BeNO2P2SiTe as an isolated structure (ωB97M-V with the def2-TZVPD basis set).

Computed properties:
**Energy**: -79775.017 eV
**Orbital gap**: 0.1890 hartree
**Energy relative to the best compared isomer or geometry (same formula, charge and spin)**: 0.00 kJ/mol

ORCA input file:
```
! RIJCOSX wB97M-V def2-TZVPD def2/J DEFGRID3
* xyz -2 1
Be 2.287 -1.801 -0.055
Te -2.114 -1.666 -1.747
C -4.008 -0.778 -1.318
C -4.534 -0.808 -0.030
C -5.794 -0.277 0.205
N -6.564 0.267 -0.738
C -6.058 0.287 -1.972
C -4.810 -0.218 -2.308
C -0.808 0.020 -1.532
P 0.077 -0.043 -3.123
C 1.217 1.427 -3.127
C 2.537 1.212 -3.514
C 3.415 2.278 -3.680
C 2.985 3.574 -3.436
C 1.676 3.799 -3.025
C 0.801 2.733 -2.882
C -1.172 0.785 -4.231
C -0.981 0.701 -5.609
C -1.848 1.328 -6.493
C -2.937 2.043 -6.010
C -3.146 2.123 -4.639
C -2.270 1.499 -3.760
P 0.152 -0.389 -0.039
C 1.163 1.078 0.429
C 2.052 0.775 1.714
C 2.162 1.868 2.680
C 1.701 3.108 2.448
C 0.905 3.396 1.266
C 0.607 2.428 0.383
C -1.142 -0.191 1.274
C -2.068 0.851 1.261
C -2.965 1.019 2.306
C -2.965 0.129 3.373
C -2.059 -0.923 3.388
C -1.149 -1.077 2.348
H -3.964 -1.230 0.789
H -6.205 -0.290 1.211
H -6.686 0.732 -2.739
H -4.464 -0.166 -3.333
H 2.871 0.193 -3.671
H 4.440 2.091 -3.977
H 3.670 4.407 -3.549
H 1.339 4.808 -2.819
H -0.229 2.912 -2.593
H -0.137 0.131 -5.985
H -1.678 1.252 -7.562
H -3.622 2.527 -6.698
H -3.998 2.671 -4.250
H -2.420 1.542 -2.685
H 1.964 -0.220 2.134
H 2.592 1.629 3.648
H 1.813 3.877 3.205
H 0.443 4.373 1.171
H -0.141 2.610 -0.381
H -2.091 1.508 0.401
H -3.679 1.835 2.279
H -3.670 0.253 4.188
H -2.060 -1.625 4.215
H -0.429 -1.890 2.359
C 2.050 -4.076 -1.250
O 2.265 -2.716 -1.284
H 2.984 -4.650 -1.100
H 1.615 -4.429 -2.200
H 1.364 -4.393 -0.446
C 3.604 1.892 -0.047
C 2.663 0.782 0.333
O 3.012 -0.413 -0.211
H 4.614 1.589 0.243
H 3.362 2.835 0.441
H 3.582 2.037 -1.126
C 2.398 -1.982 5.592
Si 2.097 -3.465 4.473
C 3.325 -4.812 4.954
C 0.368 -4.112 4.837
C 2.264 -2.999 2.747
C 2.287 -2.575 1.595
H 2.292 -2.242 6.649
H 1.684 -1.189 5.359
H 3.401 -1.581 5.432
H 3.220 -5.097 6.004
H 4.349 -4.468 4.790
H 3.173 -5.701 4.337
H 0.255 -4.397 5.887
H 0.142 -4.980 4.215
H -0.372 -3.341 4.610
*
```

Atom charges from the Mulliken analysis, given in e for atoms 1 to 2: atom 1 (Be): -0.005, atom 2 (Te): 0.073


Record 5
Entry from the OMol25 dataset: C38H39Br5N9O9PSrTe as an isolated structure in a non-equilibrium geometry (ωB97M-V with the def2-TZVPD basis set).

Computed properties:
**Energy**: -439518.020 eV
**Orbital gap**: 0.2009 hartree
**Energy relative to the best compared isomer or geometry (same formula, charge and spin)**: 249.90 kJ/mol

ORCA input file:
```
! RIJCOSX wB97M-V def2-TZVPD def2/J DEFGRID3
* xyz -2 1
Sr 0.027 0.017 -0.054
O 1.368 -1.300 -2.318
C 2.079 -0.743 -3.409
C 3.545 -0.423 -3.100
C 3.774 0.388 -1.814
C 3.364 1.829 -1.811
C 4.312 2.845 -1.927
C 3.918 4.162 -1.774
C 2.587 4.434 -1.522
C 1.698 3.367 -1.474
N 2.067 2.094 -1.611
H 1.912 -2.003 -1.916
H 1.559 0.171 -3.675
H 2.049 -1.417 -4.278
H 3.975 0.090 -3.968
H 4.069 -1.372 -2.973
H 4.838 0.328 -1.563
H 3.213 -0.092 -1.020
H 5.352 2.599 -2.109
H 4.644 4.964 -1.843
H 2.236 5.446 -1.372
H 0.655 3.531 -1.308
C -3.371 -1.180 -0.747
O -2.397 -0.473 -1.501
C -2.515 -0.477 -2.837
C -3.501 -1.140 -3.541
C -3.532 -1.027 -4.929
Br -4.901 -1.934 -5.896
C -2.624 -0.276 -5.621
C -1.607 0.394 -4.915
C -1.539 0.284 -3.524
O -0.616 0.864 -2.769
C -0.633 1.205 -5.621
N 0.398 1.793 -5.066
C 1.069 2.443 -6.077
C 2.236 3.200 -6.049
C 2.679 3.744 -7.242
C 1.992 3.545 -8.445
C 0.835 2.784 -8.493
C 0.393 2.242 -7.295
N -0.685 1.449 -6.973
H -4.370 -0.773 -0.929
H -3.099 -1.039 0.294
H -3.348 -2.247 -0.983
H -4.235 -1.749 -3.037
H -2.691 -0.218 -6.698
H 0.031 1.354 -3.317
H 2.774 3.353 -5.123
H 3.582 4.340 -7.245
H 2.371 3.990 -9.356
H 0.303 2.617 -9.421
H -1.390 1.121 -7.606
Br 1.525 5.892 3.875
C 0.847 4.710 2.553
C -0.188 5.103 1.732
Br -0.953 6.833 1.897
C -0.664 4.206 0.768
Br -2.047 4.704 -0.435
C -0.162 2.906 0.588
O -0.624 2.117 -0.310
C 0.950 2.496 1.442
O 1.483 1.322 1.264
C 1.396 3.425 2.385
Br 2.877 2.913 3.472
C 5.917 -1.566 2.921
N 4.972 -1.752 1.855
C 5.152 -2.662 0.752
C 3.879 -2.385 -0.069
O 3.642 -2.905 -1.141
N 3.134 -1.449 0.576
C 3.802 -1.082 1.668
N 3.338 -0.178 2.507
H 6.524 -2.466 3.012
H 5.401 -1.406 3.870
H 6.585 -0.716 2.742
H 5.203 -3.709 1.065
H 6.042 -2.425 0.161
H 2.549 0.422 2.160
H 3.910 0.187 3.246
C 1.861 -4.641 2.865
C 1.024 -3.423 2.514
O -0.236 -3.809 1.968
P -0.465 -3.596 0.360
O -0.469 -2.121 0.094
Te 0.837 -5.003 -0.975
O -1.978 -4.180 0.305
C -2.912 -3.888 1.352
C -3.062 -5.057 2.306
H 2.815 -4.329 3.300
H 2.048 -5.229 1.966
H 1.334 -5.264 3.589
H 1.555 -2.782 1.808
H 0.821 -2.832 3.411
H -3.872 -3.677 0.873
H -2.600 -2.998 1.901
H -3.447 -5.932 1.778
H -3.751 -4.776 3.103
H -2.094 -5.302 2.739
N -1.338 0.111 1.872
C -2.165 -0.256 2.612
N -3.119 -0.534 3.417
C -3.475 -1.598 4.063
N -3.888 -2.495 4.681
*
```

Atom charges from the Mulliken analysis, given in e for atoms 1 to 2: atom 1 (Sr): 2.701, atom 2 (O): -0.040


The lowest energy belongs to which entry? C38H39Br5N9O9PSrTe


What is the formula in the fourth record? C38H39BeNO2P2SiTe